Density functional theory data (ωB97M-V with the def2-TZVPD basis set) for a molecular structure, C15H39Br2Cl2N3O3 in a non-equilibrium geometry.

Values from the calculation:
Energy, Eh: -7052.83178
Highest occupied orbital energy, eV: -8.153
Relative energy (zero: lowest compared OMol25 entry of this formula, charge and spin), kcal/mol: 237.0
Multiplicity: 1
E_LUMO, eV: 0.36

Positions of all 64 atoms, in Å:
H1 -5.962 18.278 -21.154
H2 -1.294 16.328 -22.839
H3 -2.302 19.941 -21.077
C1 3.794 17.348 -23.522
C2 1.915 20.185 -20.132
Br1 2.976 19.044 -23.664
Cl1 3.498 21.181 -20.199
H4 0.852 13.604 -22.697
H5 -2.623 13.065 -23.401
H6 4.296 17.123 -24.463
H7 -3.062 12.836 -25.707
H8 -0.975 17.256 -22.631
H9 -7.369 20.192 -24.257
H10 -4.098 14.411 -25.534
H11 -8.234 20.153 -22.672
H12 1.064 20.804 -20.417
H13 4.463 17.315 -22.663
H14 2.059 16.297 -22.654
C3 -3.149 13.921 -25.751
H15 -0.444 18.607 -20.344
O1 0.473 16.750 -20.849
C4 -2.287 14.080 -23.612
H16 -3.175 21.309 -21.481
H17 -1.607 19.094 -23.471
C5 -0.377 18.151 -22.458
H18 -3.090 14.692 -23.201
H19 -5.607 20.775 -21.897
C6 -7.685 19.575 -23.416
H20 1.107 15.339 -19.570
H21 0.863 16.885 -18.777
H22 -0.978 14.066 -21.726
H23 -2.053 19.039 -21.926
C7 1.224 16.416 -19.692
O2 -4.112 19.424 -22.052
H24 -2.969 14.128 -26.806
H25 -7.415 18.946 -21.236
H26 1.236 17.405 -23.716
H27 -0.171 15.999 -24.037
H28 -8.180 18.697 -23.830
C8 0.594 18.284 -23.662
O3 -2.026 14.401 -24.947
H29 -5.018 20.843 -23.408
C9 -0.450 15.667 -23.037
H30 -5.960 18.381 -23.666
H31 2.270 16.088 -24.378
H32 2.259 16.730 -19.828
Cl2 1.610 19.360 -18.547
Br2 3.980 14.680 -22.913
H33 2.068 19.361 -20.829
H34 0.424 13.735 -24.122
H35 -2.605 20.351 -22.866
C10 -2.986 20.300 -21.846
N1 -6.784 18.338 -21.738
H36 0.202 18.283 -24.679
C11 -5.228 20.087 -22.652
C12 -0.960 14.276 -22.796
C13 2.809 16.241 -23.443
H37 1.077 19.254 -23.542
C14 -6.358 19.041 -22.894
C15 0.279 18.156 -21.024
H38 1.201 18.705 -21.216
N2 -1.281 19.276 -22.532
N3 0.063 13.334 -23.268
H39 0.384 16.080 -22.469

Density functional theory data (ωB97M-V with the def2-TZVPD basis set) for 2 unconnected molecules or ions with the total composition C29H30BrClI2O4 in a non-equilibrium geometry.

Values from the calculation:
Energy, Eh: -5053.36690
Highest occupied orbital energy, eV: 0.884
Multiplicity: 1
Net charge: -2
E_LUMO, eV: 2.15

Positions of all 67 atoms, in Å:
C1 2.694 -8.308 0.194
H1 4.188 -0.069 3.135
H2 3.799 1.265 0.996
H3 -4.396 1.804 -1.481
H4 3.241 -1.236 5.085
C2 -4.023 0.435 -4.620
H5 2.390 -1.275 -1.723
C3 1.199 -2.110 -0.150
H6 0.377 4.587 0.875
C4 -0.202 1.638 -1.808
H7 0.184 -1.755 -0.315
O1 -1.262 1.373 -3.970
H8 -3.665 -0.531 -4.993
H9 4.678 -7.307 0.304
C5 1.763 1.509 0.156
C6 -3.904 1.906 -2.451
C7 1.568 0.374 -0.676
H10 -3.171 2.317 0.696
C8 0.942 0.725 2.785
O2 2.138 -7.427 0.980
H11 -4.278 3.445 2.598
H12 2.076 -8.685 -0.651
H13 -3.406 1.224 -5.053
H14 0.508 -3.101 1.594
H15 2.178 4.313 0.767
C9 -3.911 0.474 -3.081
C10 4.056 -7.672 -0.544
C11 -2.506 2.416 -2.200
C12 2.236 -1.010 -0.677
H16 -5.062 0.571 -4.934
H17 -4.829 -0.001 -2.700
H18 3.692 -6.728 -1.007
C13 0.407 0.069 3.867
C14 -2.273 3.468 -1.364
C15 2.578 -0.683 4.421
H19 -4.249 4.390 -1.228
H20 -3.077 -0.118 -2.697
H21 0.815 -1.145 5.579
C16 0.569 0.510 -1.647
H22 0.237 1.299 2.189
C17 -4.621 3.550 1.566
C18 1.439 -2.604 1.279
C19 2.776 1.503 1.292
Cl1 0.207 -0.812 -2.759
C20 1.013 2.664 0.020
C21 -0.884 3.911 -1.132
H23 2.198 -3.384 1.351
C22 -1.318 1.766 -2.810
O3 -0.529 5.095 -1.124
H24 -5.659 3.811 1.354
C23 2.296 0.691 2.502
C24 3.123 -0.036 3.339
H25 1.608 -1.807 2.007
H26 3.060 -9.247 0.669
H27 2.859 2.522 1.689
C25 1.238 -0.652 4.709
C26 1.188 3.869 0.930
Br1 -5.031 3.131 -3.541
H28 1.206 3.502 1.970
H29 -2.954 5.065 -0.130
H30 -0.662 0.134 4.049
C27 -3.723 3.258 0.594
I1 1.485 -3.877 -1.415
C28 -3.379 4.175 -0.599
O4 4.603 -8.553 -1.338
I2 4.138 -1.369 0.225
C29 0.024 2.742 -0.952

Density functional theory data (ωB97M-V with the def2-TZVPD basis set) for 2 unconnected molecules or ions with the total composition C5H14S in a non-equilibrium geometry.

Values from the calculation:
Energy, Eh: -597.06587
Highest occupied orbital energy, eV: -8.508
Relative energy (zero: lowest compared OMol25 entry of this formula, charge and spin), kcal/mol: 7.2
SMILES: CCC.CSC
Multiplicity: 1
E_LUMO, eV: 0.99

Positions of all 20 atoms, in Å:
H1 1.342 2.232 -0.545
H2 0.812 0.238 -1.663
H3 -1.132 -2.348 0.454
H4 -1.872 -1.260 -1.735
H5 0.484 -1.785 0.118
C1 0.277 0.468 2.574
C2 -0.983 -0.939 -1.173
H6 -0.208 -2.998 -0.949
H7 0.277 1.283 3.289
H8 -0.610 0.530 -2.571
H9 0.974 3.175 0.921
C3 0.824 2.228 0.413
H10 -0.684 0.222 2.138
C4 -0.445 -2.115 -0.360
H11 -0.221 2.038 0.177
H12 -1.438 -0.194 -0.515
H13 0.398 -0.973 -2.887
C5 -0.010 -0.284 -2.154
S1 1.572 0.891 1.358
H14 0.641 -0.407 3.112

Density functional theory data (ωB97M-V with the def2-TZVPD basis set) for 9 unconnected molecules or ions with the total composition C30H64ClO27P2S in a non-equilibrium geometry.

Values from the calculation:
Energy, Eh: -4754.15756
Highest occupied orbital energy, eV: -4.734
Multiplicity: 1
Net charge: -1
E_LUMO, eV: 1.86

Positions of all 125 atoms, in Å:
H1 4.375 8.846 -6.893
H2 -0.167 -2.886 -3.211
H3 -0.780 -5.943 1.082
H4 -7.325 3.905 2.102
C1 0.670 -4.901 3.021
C2 2.691 -1.178 3.006
H5 -1.490 -7.420 4.451
H6 -2.084 -4.778 1.345
O1 -6.509 3.397 -1.608
H7 -6.646 0.233 4.244
C3 9.706 -0.560 4.476
H8 5.672 3.824 -6.145
H9 1.174 4.764 -4.688
H10 -3.409 1.182 -4.937
O2 1.514 -5.177 2.213
C4 -1.009 -4.931 1.410
H11 10.479 -1.256 4.794
H12 1.395 -2.612 -5.172
C5 1.607 4.812 -3.691
O3 2.716 8.254 -5.788
S1 -1.443 1.682 -3.078
H13 3.154 7.887 -7.788
H14 2.864 -4.092 4.214
O4 -5.783 2.611 0.383
C6 3.662 8.024 -6.833
O5 -5.513 -0.845 5.615
C7 2.133 -1.327 -2.950
H15 4.929 0.291 4.661
C8 1.975 9.347 -5.946
O6 0.878 -4.689 4.330
O7 -7.810 3.582 0.108
H16 -2.095 -2.563 -1.158
H17 -0.457 -1.161 -2.189
C9 -8.056 3.371 1.495
H18 2.290 -4.624 5.800
O8 -3.302 -6.421 4.224
O9 4.812 3.600 -4.268
C10 0.277 10.569 -4.940
O10 1.141 9.436 -4.904
C11 2.240 -4.821 4.731
C12 -2.011 -6.541 4.829
O11 3.004 0.209 3.129
H19 10.072 0.457 4.611
O12 2.039 10.124 -6.865
C13 5.933 3.908 -5.090
H20 -2.094 -6.583 5.915
H21 3.213 -1.127 -3.052
H22 -9.046 3.765 1.711
O13 3.419 0.256 0.906
C14 -6.612 3.142 -0.308
H23 -0.366 10.535 -5.819
H24 0.893 4.395 -2.984
C15 0.108 -0.969 -4.589
H25 -0.345 10.529 -4.049
H26 -1.444 -5.661 4.559
O14 -2.923 -4.852 -3.115
H27 -4.854 -4.228 3.907
H28 2.100 -0.205 -4.782
H29 2.604 -5.831 4.548
O15 6.524 -0.331 5.845
C16 -5.004 -1.749 4.769
O16 3.715 5.349 -5.198
C17 3.354 0.795 1.975
H30 1.234 0.590 -3.472
H31 -1.774 -2.379 -4.485
C18 7.518 -0.008 5.017
C19 -5.269 2.976 -2.200
C20 5.332 0.438 5.660
O17 -3.724 0.037 -2.273
H32 5.523 1.495 5.843
C21 0.558 -2.051 -5.612
H33 -3.210 -3.588 4.217
C22 1.394 -0.386 -3.948
H34 2.424 -1.542 3.996
H35 6.312 4.906 -4.868
H36 -0.514 -4.202 0.774
H37 -5.003 0.869 4.554
O18 3.617 2.079 2.227
H38 -5.919 -9.162 3.615
H39 4.601 0.087 6.385
H40 -8.042 2.307 1.731
C23 3.766 4.416 -4.435
H41 -7.152 -7.900 3.476
H42 4.192 3.849 1.402
O19 -0.631 -4.745 2.784
O20 7.485 0.843 4.168
H43 4.197 7.112 -6.591
C24 -4.123 -7.443 4.470
H44 -3.952 -4.733 5.334
O21 -5.280 -7.198 3.850
O22 2.798 4.022 -3.618
C25 -4.149 -3.906 4.671
H45 3.208 2.837 0.333
H46 -3.354 0.011 -1.380
H47 0.854 11.494 -4.925
Cl1 -0.760 -5.169 -1.813
H48 1.813 5.845 -3.412
O23 -4.708 -2.848 5.462
H49 -0.443 -0.186 -5.137
O24 -3.869 -8.414 5.134
H50 0.912 -1.584 -6.542
P1 -2.482 0.030 -3.409
C26 -6.267 -8.214 4.024
C27 -5.875 0.390 4.997
H51 -4.428 3.496 -1.744
O25 8.562 -0.797 5.294
C28 4.006 2.829 1.074
H52 9.476 -0.747 3.428
H53 -5.144 1.900 -2.116
H54 -5.304 3.237 -3.256
H55 6.709 3.180 -4.863
H56 -6.272 1.036 5.777
P2 -1.100 -1.780 -3.328
H57 1.882 -1.064 -1.915
O26 -3.148 0.247 -4.914
H58 -6.525 -8.324 5.076
H59 4.922 2.425 0.645
H60 3.555 -1.738 2.649
H61 -0.239 -2.774 -5.838
H62 1.840 -1.322 2.341
C29 -2.178 -4.256 -2.479
H63 -3.406 -2.576 -2.425
H64 1.996 -2.394 -3.154
O27 -4.842 -1.592 3.588
C30 -2.352 -2.777 -2.211

Q: E_LUMO of number 1 (C15H39Br2Cl2N3O3)?
A: 0.36 eV

Please write out number 2 again, unchanged.
Density functional theory data (ωB97M-V with the def2-TZVPD basis set) for 2 unconnected molecules or ions with the total composition C29H30BrClI2O4 in a non-equilibrium geometry.

Values from the calculation:
Energy, Eh: -5053.36690
Highest occupied orbital energy, eV: 0.884
Multiplicity: 1
Net charge: -2
E_LUMO, eV: 2.15

Positions of all 67 atoms, in Å:
C1 2.694 -8.308 0.194
H1 4.188 -0.069 3.135
H2 3.799 1.265 0.996
H3 -4.396 1.804 -1.481
H4 3.241 -1.236 5.085
C2 -4.023 0.435 -4.620
H5 2.390 -1.275 -1.723
C3 1.199 -2.110 -0.150
H6 0.377 4.587 0.875
C4 -0.202 1.638 -1.808
H7 0.184 -1.755 -0.315
O1 -1.262 1.373 -3.970
H8 -3.665 -0.531 -4.993
H9 4.678 -7.307 0.304
C5 1.763 1.509 0.156
C6 -3.904 1.906 -2.451
C7 1.568 0.374 -0.676
H10 -3.171 2.317 0.696
C8 0.942 0.725 2.785
O2 2.138 -7.427 0.980
H11 -4.278 3.445 2.598
H12 2.076 -8.685 -0.651
H13 -3.406 1.224 -5.053
H14 0.508 -3.101 1.594
H15 2.178 4.313 0.767
C9 -3.911 0.474 -3.081
C10 4.056 -7.672 -0.544
C11 -2.506 2.416 -2.200
C12 2.236 -1.010 -0.677
H16 -5.062 0.571 -4.934
H17 -4.829 -0.001 -2.700
H18 3.692 -6.728 -1.007
C13 0.407 0.069 3.867
C14 -2.273 3.468 -1.364
C15 2.578 -0.683 4.421
H19 -4.249 4.390 -1.228
H20 -3.077 -0.118 -2.697
H21 0.815 -1.145 5.579
C16 0.569 0.510 -1.647
H22 0.237 1.299 2.189
C17 -4.621 3.550 1.566
C18 1.439 -2.604 1.279
C19 2.776 1.503 1.292
Cl1 0.207 -0.812 -2.759
C20 1.013 2.664 0.020
C21 -0.884 3.911 -1.132
H23 2.198 -3.384 1.351
C22 -1.318 1.766 -2.810
O3 -0.529 5.095 -1.124
H24 -5.659 3.811 1.354
C23 2.296 0.691 2.502
C24 3.123 -0.036 3.339
H25 1.608 -1.807 2.007
H26 3.060 -9.247 0.669
H27 2.859 2.522 1.689
C25 1.238 -0.652 4.709
C26 1.188 3.869 0.930
Br1 -5.031 3.131 -3.541
H28 1.206 3.502 1.970
H29 -2.954 5.065 -0.130
H30 -0.662 0.134 4.049
C27 -3.723 3.258 0.594
I1 1.485 -3.877 -1.415
C28 -3.379 4.175 -0.599
O4 4.603 -8.553 -1.338
I2 4.138 -1.369 0.225
C29 0.024 2.742 -0.952